Entry from the OMol25 dataset: C9H18BiOP as an isolated structure (ωB97M-V/def2-TZVPD).

Highest occupied orbital energy (alpha / beta) (eV): -5.135 / -5.386
Frontier orbital gap (alpha / beta) (eV): 3.53 / 3.91

Last column: natural (NBO) charge in e.
Positions of all 30 atoms, in Å:
C -0.816 0.918 -3.285  -0.350
C -1.303 2.216 -3.606  -0.354
C -0.293 3.171 -3.267  -0.305
C 0.837 2.464 -2.746  -0.349
C 0.535 1.070 -2.775  -0.362
Bi -0.923 -1.549 -0.339  0.472
P -0.080 -4.097 -0.484  0.055
H -1.327 -0.038 -3.386  0.177
H -2.290 2.418 -4.031  0.193
H -0.381 4.251 -3.380  0.192
H 1.191 0.253 -2.457  0.180
H 1.771 2.900 -2.399  0.189
H 1.190 -4.293 -1.133  0.033
H -0.958 -4.894 -1.297  0.061
H 0.011 -4.886 0.721  0.046
C -2.141 -0.036 2.113  -0.653
C -0.695 0.429 2.133  -0.084
O 0.163 -0.500 1.442  -0.585
C 1.386 -0.818 2.073  -0.058
C 2.206 0.378 2.557  -0.645
H -2.597 -0.113 1.106  0.229
H -2.741 0.699 2.661  0.238
H -2.264 -0.991 2.637  0.220
H -0.592 1.410 1.636  0.215
H -0.345 0.532 3.174  0.194
H 1.174 -1.499 2.910  0.172
H 1.968 -1.387 1.340  0.202
H 1.690 0.955 3.331  0.212
H 3.120 -0.009 3.012  0.229
H 2.502 1.047 1.741  0.236


Entry from the OMol25 dataset: a 2-piece molecular cluster, C4H3BrF4O overall (ωB97M-V/def2-TZVPD).

Highest occupied orbital energy (alpha / beta) (eV): -9.813 / -9.814
Frontier orbital gap (alpha / beta) (eV): 8.44 / 8.44

Last column: natural (NBO) charge in e.
Positions of all 13 atoms, in Å:
C 0.092 -0.624 -1.855  0.333
C 0.848 0.361 -1.164  -0.393
C -0.375 0.813 0.749  0.212
C -0.482 -0.527 1.491  0.885
O 0.261 -1.816 -1.681  -0.483
F -1.538 1.220 0.243  -0.323
F 0.686 -1.172 1.614  -0.306
F -0.900 -0.434 2.775  -0.318
F -1.333 -1.243 0.799  -0.290
Br 0.439 2.211 1.639  0.137
H -0.561 -0.144 -2.528  0.119
H 1.798 0.052 -0.642  0.223
H 1.067 1.305 -1.440  0.204


Entry from the OMol25 dataset: one molecule with the formula C20H27N5O3 (ωB97M-V/def2-TZVPD).

Highest occupied orbital energy (eV): -8.673
Frontier orbital gap (eV): 8.15
Structure (SMILES): CC[C@H](C)[C@H](NC(=O)OC(C)(C)C)C(=O)N/N=C/c1ccc2nccnc2c1

Last column: natural (NBO) charge in e.
Positions of all 55 atoms, in Å:
C 3.484 -0.623 -3.381  -0.600
H 3.688 -1.395 -2.642  0.201
H 3.479 -1.081 -4.366  0.202
C 2.156 0.066 -3.086  -0.410
H 1.964 0.827 -3.843  0.206
H 2.234 0.570 -2.120  0.208
C 0.975 -0.913 -3.049  -0.202
C 0.603 -1.406 -4.444  -0.612
H 1.436 -1.930 -4.903  0.211
H 0.326 -0.567 -5.077  0.214
H -0.245 -2.085 -4.395  0.216
H 1.257 -1.775 -2.433  0.195
C -0.265 -0.250 -2.396  -0.137
N -0.653 0.950 -3.090  -0.640
C -1.836 1.030 -3.753  0.905
O -2.542 0.076 -3.981  -0.670
O -2.051 2.300 -4.130  -0.532
C -3.208 2.644 -4.929  0.273
C -3.168 1.901 -6.264  -0.645
H -3.994 2.228 -6.890  0.213
H -3.252 0.830 -6.100  0.241
H -2.232 2.106 -6.778  0.210
C -4.494 2.329 -4.164  -0.644
H -5.352 2.674 -4.733  0.212
H -4.581 1.258 -4.005  0.241
H -4.485 2.829 -3.198  0.212
C -3.071 4.151 -5.149  -0.614
H -2.139 4.369 -5.663  0.214
H -3.901 4.516 -5.747  0.213
H -3.067 4.667 -4.193  0.216
H -0.224 1.809 -2.775  0.426
C 0.023 0.096 -0.934  0.665
O 0.224 1.232 -0.563  -0.613
N 0.056 -1.006 -0.130  -0.435
N 0.353 -1.133 1.183  -0.237
C 0.638 -0.148 1.939  0.056
C 0.957 -0.385 3.336  -0.101
C 0.980 -1.658 3.867  -0.167
C 1.296 -1.852 5.221  0.167
N 1.318 -3.103 5.735  -0.378
C 1.619 -3.223 6.998  0.006
C 1.913 -2.107 7.812  0.008
N 1.901 -0.887 7.347  -0.361
C 1.593 -0.727 6.044  0.087
C 1.562 0.566 5.481  -0.179
C 1.253 0.726 4.162  -0.183
H 1.228 1.715 3.727  0.218
H 1.788 1.405 6.120  0.228
H 2.162 -2.226 8.858  0.197
H 1.633 -4.227 7.401  0.197
H 0.757 -2.513 3.250  0.239
H 0.662 0.886 1.604  0.207
H -0.156 -1.904 -0.547  0.397
H -1.114 -0.942 -2.460  0.245
H 4.294 0.101 -3.350  0.213


Entry from the OMol25 dataset: one molecule with the formula C21H24N2O7S (ωB97M-V/def2-TZVPD).

Highest occupied orbital energy (eV): -8.188
Frontier orbital gap (eV): 7.97
Structure (SMILES): COc1cccc(NC(=O)COC(=O)c2cc(S(=O)(=O)N3CCOCC3)ccc2C)c1

Last column: natural (NBO) charge in e.
Positions of all 55 atoms, in Å:
C 4.664 -1.737 5.326  -0.253
H 5.315 -1.915 4.465  0.180
O 4.133 -0.432 5.312  -0.492
C 3.348 -0.063 4.265  0.329
C 2.851 1.241 4.301  -0.270
C 2.045 1.700 3.280  -0.179
C 1.717 0.883 2.212  -0.302
C 2.213 -0.416 2.177  0.252
C 3.027 -0.894 3.198  -0.379
H 3.391 -1.904 3.139  0.260
N 1.859 -1.219 1.081  -0.619
C 2.137 -2.515 0.836  0.658
O 2.793 -3.260 1.530  -0.607
C 1.518 -3.039 -0.471  -0.174
H 2.318 -3.387 -1.134  0.240
H 0.882 -3.896 -0.226  0.217
O 0.742 -2.048 -1.125  -0.529
C 0.913 -1.868 -2.449  0.796
O 1.603 -2.585 -3.127  -0.576
C 0.179 -0.661 -2.914  -0.187
C -0.368 0.196 -1.961  -0.143
C -0.962 1.377 -2.339  -0.278
C -1.052 1.731 -3.671  -0.179
C -0.541 0.870 -4.626  -0.213
C 0.088 -0.325 -4.277  0.075
C 0.650 -1.200 -5.344  -0.637
H 1.733 -1.258 -5.247  0.247
H 0.400 -0.816 -6.330  0.212
H 0.276 -2.217 -5.246  0.239
H -0.612 1.134 -5.670  0.221
H -1.509 2.672 -3.937  0.246
S -1.534 2.424 -1.008  2.311
O -1.969 3.686 -1.532  -0.932
O -0.535 2.410 0.021  -0.948
N -2.831 1.510 -0.443  -0.672
C -3.984 1.585 -1.318  -0.267
H -3.661 1.327 -2.328  0.216
C -5.032 0.588 -0.816  -0.073
H -5.953 0.674 -1.396  0.203
O -5.382 0.841 0.521  -0.517
C -4.255 0.781 1.365  -0.073
H -4.614 1.002 2.371  0.205
C -3.196 1.795 0.934  -0.267
H -2.293 1.713 1.538  0.239
H -3.601 2.813 1.025  0.191
H -3.822 -0.230 1.340  0.168
H -4.629 -0.432 -0.912  0.166
H -4.400 2.601 -1.323  0.202
H -0.330 -0.033 -0.910  0.239
H 1.289 -0.744 0.393  0.411
H 1.085 1.259 1.420  0.227
H 1.663 2.709 3.309  0.218
H 3.113 1.869 5.137  0.221
H 5.248 -1.806 6.242  0.198
H 3.872 -2.492 5.342  0.180


Entry from the OMol25 dataset: one molecule with the formula C5H7NO (ωB97M-V/def2-TZVPD).

Highest occupied orbital energy (eV): -9.161
Frontier orbital gap (eV): 9.97
Structure (SMILES): [H]/N=C1/C=C(C)CO1

Last column: natural (NBO) charge in e.
Positions of all 14 atoms, in Å:
C -1.879 -0.405 -0.291  -0.648
C -0.539 0.242 -0.323  0.050
C 0.461 -0.361 -0.962  -0.285
C 1.627 -0.187 -0.117  0.531
N 2.472 -1.105 0.084  -0.693
O 1.442 0.939 0.657  -0.506
C 0.049 1.288 0.593  -0.101
H -2.422 -0.203 0.635  0.222
H -2.459 -0.131 -1.166  0.234
H -1.644 -1.460 -0.309  0.231
H 0.375 -1.259 -1.552  0.226
H 2.972 -0.932 0.952  0.348
H -0.392 1.265 1.599  0.191
H -0.064 2.310 0.200  0.201


no.,largest force on an atom (eV Å⁻¹),E (eV)
1,1.583,-26794.26642
2,6.448,-87153.31528
3,0.976,-34772.14208
4,1.026,-50314.34855
5,0.606,-8834.64601